1.
C17H28AuNOS4Si3 as an isolated structure at a distorted geometry, computed with ωB97M-V/def2-TZVPD.

Structure (XYZ):
```
55
Properties=species:S:1:pos:R:3:mulliken_charge:R:1
Au -1.510 -0.102 0.866 0.31
C 1.506 -1.238 3.248 -0.94
Si 1.689 -1.546 1.437 0.27
C 1.253 -3.382 1.136 -1.11
C 3.589 -0.985 1.188 -0.94
C 0.665 -0.349 0.305 0.58
Si 0.510 -0.800 -1.595 0.60
C 2.215 -0.945 -2.432 -1.23
C -0.438 -2.432 -1.953 -0.93
C -0.355 0.521 -2.669 -1.13
Si 1.090 1.483 0.640 -0.22
C 1.120 2.056 2.467 -1.35
C 2.631 2.199 -0.261 -1.22
C -0.348 2.545 -0.022 0.68
C -0.044 3.767 -0.676 -0.44
C -1.096 4.494 -1.240 -0.33
C -2.398 4.008 -1.121 -0.77
C -2.621 2.825 -0.513 -0.29
N -1.614 2.107 0.138 -0.15
H 2.190 -1.919 3.763 0.40
H 0.481 -1.445 3.607 0.22
H 1.819 -0.173 3.356 0.16
H 1.128 -3.872 2.114 0.34
H 2.005 -3.834 0.477 0.37
H 0.284 -3.496 0.667 0.31
H 4.322 -1.501 1.815 0.43
H 3.615 0.109 1.317 0.11
H 3.831 -1.179 0.145 0.26
H 2.683 -1.966 -2.291 0.29
H 2.965 -0.152 -2.271 0.30
H 1.937 -0.840 -3.477 0.41
H -1.266 -2.640 -1.286 0.15
H 0.272 -3.227 -1.858 0.35
H -0.841 -2.469 -2.969 0.37
H 0.036 1.544 -2.593 0.29
H -1.441 0.530 -2.600 0.25
H -0.027 0.190 -3.651 0.45
H 2.074 1.694 2.890 0.43
H 0.282 1.786 3.055 0.39
H 1.118 3.162 2.349 0.36
H 3.561 1.711 0.018 0.37
H 2.733 3.234 0.061 0.45
H 2.491 2.188 -1.386 0.29
H 0.976 4.109 -0.811 0.26
H -0.897 5.521 -1.653 0.35
H -3.182 4.612 -1.559 0.39
H -3.597 2.369 -0.541 0.40
O -6.165 -3.577 -1.402 -0.50
C -5.541 -3.155 -0.415 0.56
S -4.158 -3.936 0.333 -0.06
C -3.482 -2.431 1.036 -0.09
C -4.367 -1.315 1.099 0.32
S -3.786 0.220 1.479 -0.36
S -5.998 -1.664 0.613 -0.12
S -1.897 -2.415 1.625 -0.31
```

Output
Total charge = 0
Kohn-Sham gap (spin up / spin down) = 6.971 / 6.188 eV
2S+1 = 3



2.
A 2-piece molecular cluster, C17H28BClN4O5P overall at a distorted geometry, computed with ωB97M-V/def2-TZVPD.

Structure (XYZ):
```
57
Properties=species:S:1:pos:R:3:mulliken_charge:R:1
C 0.261 2.185 -0.089 -1.21
C -0.676 3.306 0.474 -0.50
C -2.170 2.998 0.096 -1.12
C -3.145 2.983 1.312 0.69
C -2.907 4.308 2.066 -0.46
N -2.799 5.357 2.519 -0.64
B -2.725 1.827 2.386 0.98
O -2.183 0.631 1.886 -0.65
O -2.875 2.063 3.744 -0.57
C -4.682 2.977 0.936 1.62
C -4.959 4.300 0.205 -0.36
N -5.222 5.236 -0.402 -0.45
N -5.486 3.002 2.174 -0.59
C -6.218 2.015 2.357 0.68
O -6.710 1.035 2.727 -0.39
P -5.267 1.621 -0.252 0.12
O -4.579 0.186 0.284 -0.37
Cl -4.393 1.903 -2.150 -0.23
H 0.538 1.509 0.751 0.14
H 1.217 2.599 -0.482 0.42
H -0.173 1.585 -0.910 0.35
H -0.501 3.400 1.567 0.37
H -0.416 4.296 0.043 0.43
H -2.495 3.740 -0.665 0.40
H -2.200 1.987 -0.363 0.50
H -1.294 0.496 2.252 0.22
H -2.388 1.357 4.201 0.30
H -4.640 -0.386 -0.502 0.29
C 2.581 -2.401 1.268 -1.65
C 1.759 -2.588 -0.036 1.83
C 2.017 -3.974 -0.649 -1.49
C 3.371 -4.094 -1.337 -0.48
C 3.528 -2.991 -2.381 -1.21
C 3.316 -1.589 -1.793 1.71
N 2.053 -1.483 -0.996 0.62
O 1.051 -1.414 -1.846 -0.59
C 4.547 -1.230 -0.931 -1.99
C 3.352 -0.554 -2.928 -1.83
C 0.300 -2.568 0.452 -1.85
H 2.931 -3.358 1.661 0.30
H 3.448 -1.757 1.162 0.37
H 1.986 -1.924 2.049 0.40
H 1.237 -4.200 -1.385 0.37
H 1.931 -4.743 0.123 0.44
H 4.178 -4.056 -0.600 0.26
H 3.447 -5.070 -1.825 0.40
H 4.523 -3.057 -2.829 0.38
H 2.814 -3.168 -3.192 0.36
H 4.377 -0.311 -0.365 0.39
H 5.422 -1.062 -1.562 0.46
H 4.838 -2.020 -0.239 0.40
H 2.607 -0.750 -3.698 0.37
H 4.324 -0.568 -3.423 0.44
H 3.191 0.455 -2.541 0.40
H 0.035 -1.591 0.862 0.37
H 0.164 -3.310 1.242 0.43
H -0.413 -2.809 -0.337 0.38
```

Output
Total charge = 0
Kohn-Sham gap (spin up / spin down) = 8.896 / 9.452 eV
2S+1 = 2



3.
C17H28BaN2Si as an isolated structure at a distorted geometry, computed with ωB97M-V/def2-TZVPD.

Structure (XYZ):
```
49
Properties=species:S:1:pos:R:3:mulliken_charge:R:1
C -5.012 0.631 -0.368 -0.48
C -5.012 1.933 -1.174 -0.87
H -5.200 -0.234 -1.014 0.30
H -5.787 0.643 0.406 0.29
H -4.049 0.472 0.128 -0.02
H -4.137 1.993 -1.831 0.22
H -5.906 2.011 -1.803 0.33
H -4.993 2.808 -0.514 0.27
C 1.610 -2.608 -0.596 -0.38
C 2.476 -3.653 -0.895 -0.78
C 3.564 -3.407 -1.731 -0.43
C 3.746 -2.125 -2.237 -0.48
H 0.742 -2.730 0.048 0.67
H 2.295 -4.638 -0.477 0.41
H 4.261 -4.199 -1.985 0.43
H 4.586 -1.914 -2.888 0.29
N 1.782 -1.368 -1.083 -0.59
C 2.838 -1.116 -1.899 0.80
C 2.947 0.268 -2.384 0.58
N 1.977 1.131 -1.960 -0.56
C 2.025 2.412 -2.373 -0.18
C 4.015 2.026 -3.650 -0.44
C 3.019 2.897 -3.211 -0.72
H 1.230 3.051 -2.006 0.48
H 3.005 3.940 -3.509 0.39
C 3.972 0.703 -3.230 -0.46
H 4.735 0.005 -3.556 0.29
H 4.808 2.369 -4.306 0.44
Ba 0.535 0.331 -0.713 1.80
C -0.485 2.087 -0.519 -1.50
H -0.783 2.382 -1.533 0.40
H 0.225 2.809 -0.093 0.33
H -1.368 2.026 0.117 0.03
C -2.798 -0.066 2.689 -0.71
Si -1.153 -0.768 3.151 0.39
C -0.062 0.605 3.829 -0.93
C -1.269 -2.054 4.501 -0.99
C -0.193 -1.505 1.740 0.63
H -3.266 0.369 3.596 0.31
H -3.437 -0.873 2.279 0.24
H -2.638 0.732 1.938 0.03
H -0.530 1.059 4.727 0.26
H 0.929 0.190 4.112 0.22
H 0.088 1.386 3.055 0.21
H -1.858 -2.924 4.151 0.28
H -0.242 -2.390 4.764 0.24
H -1.738 -1.610 5.403 0.27
H -0.033 -0.790 0.906 -1.55
H 0.539 -2.298 2.001 0.23
```

Output
Total charge = 0
Kohn-Sham gap = 3.334 eV
2S+1 = 1



4.
C17H28BeN6O6Se as an isolated structure at a distorted geometry, computed with ωB97M-V/def2-TZVPD.

Structure (XYZ):
```
59
Properties=species:S:1:pos:R:3:mulliken_charge:R:1
O -5.088 -1.224 -1.388 -0.70
H -5.871 -1.802 -1.375 0.27
Be -2.221 -0.797 0.368 -0.64
N -2.741 0.770 -0.439 1.44
N -1.024 -0.433 -1.796 0.60
N -1.718 -0.137 1.930 1.03
N -0.559 -1.680 0.555 0.73
O -3.320 1.636 0.332 -0.80
O -2.503 0.771 2.555 -0.59
O 0.277 -2.346 -0.302 -0.67
O 0.128 -0.737 -2.293 -0.89
C -1.808 0.362 -2.540 0.31
C -2.779 1.045 -1.766 0.25
C -0.909 -0.885 2.658 0.50
C -0.127 -1.719 1.825 0.18
C -3.713 2.069 -2.290 -1.63
H -4.734 1.803 -1.993 0.32
H -3.667 2.099 -3.383 0.43
H -3.479 3.067 -1.898 0.28
C -1.612 0.498 -4.012 -1.54
H -1.648 -0.492 -4.487 0.29
H -0.633 0.938 -4.236 0.29
H -2.385 1.123 -4.463 0.44
C -0.773 -0.821 4.136 -1.70
C 1.105 -2.421 2.274 -1.78
H -1.699 -0.458 4.587 0.43
H 0.049 -0.153 4.419 0.29
H -0.555 -1.823 4.525 0.41
H 1.779 -2.608 1.435 0.40
H 0.865 -3.378 2.757 0.34
H 1.622 -1.802 3.015 0.40
H -2.965 1.207 1.724 0.55
H 0.262 -1.801 -1.159 0.55
C -2.946 -2.580 -0.843 -1.50
H -3.731 -2.197 -1.462 0.78
H -3.221 -3.264 -0.043 0.28
H -2.013 -2.883 -1.357 0.44
O -3.633 -1.312 0.725 -0.69
H -4.749 -1.178 -0.443 0.44
H -4.008 -0.781 1.458 0.34
C 3.000 3.049 1.747 -0.96
N 3.045 2.034 0.714 0.25
C 1.943 1.604 0.025 -0.48
Se 0.271 2.266 0.249 -0.13
N 2.419 0.618 -0.822 0.29
C 3.797 0.440 -0.669 0.30
C 4.729 -0.345 -1.338 -0.56
C 6.075 -0.186 -0.971 -0.57
C 6.464 0.730 0.029 -0.57
C 5.516 1.513 0.698 -0.88
C 4.190 1.333 0.325 0.93
H 4.011 3.447 1.868 0.33
H 2.653 2.630 2.702 0.27
H 2.304 3.839 1.437 0.35
H 1.813 0.113 -1.462 0.11
H 4.372 -1.034 -2.105 0.43
H 6.837 -0.783 -1.475 0.37
H 7.526 0.817 0.266 0.36
H 5.776 2.237 1.469 0.28
```

Output
Total charge = 0
Kohn-Sham gap (spin up / spin down) = 6.307 / 7.186 eV
Energy above the lowest of the compared OMol25 structures with the same formula, charge and spin = 26.5 kcal per mole
2S+1 = 1